Entry 1:
C10H15NO2S | ωB97M-V/def2-TZVPD

XYZ file:
```
29
C10H15NO2S, DFT ωB97M-V/def2-TZVPD
C 2.1143 -2.0995 0.0551
C 1.0914 -1.8038 1.1758
S -0.6157 -1.6404 0.5337
C -0.7879 0.1952 0.5024
C -0.6662 0.5569 1.9648
C -2.2987 0.5910 -0.2001
N -3.2284 1.3806 0.5941
O -4.3118 0.8913 0.7985
O -2.9142 2.4909 0.9750
C -1.8709 1.3298 -1.4054
C -1.1587 0.4680 -2.4168
C -0.0178 0.0062 -1.9041
C 0.1712 0.7593 -0.5751
C -0.6542 2.0757 -0.8855
H 1.9212 -2.9877 -0.4565
H 2.2370 -1.3566 -0.6891
H 3.0092 -2.1205 0.6856
H 1.3818 -0.6916 1.4706
H 0.9878 -2.4640 1.9204
H -1.0628 -0.2402 2.5490
H -1.0725 1.5648 2.1715
H 0.3609 0.5768 2.2211
H -2.7552 -0.4149 -0.3167
H -2.8230 1.8974 -1.7742
H -1.6191 0.0971 -3.3846
H 0.7924 -0.6357 -2.2186
H 1.1508 0.8099 -0.1914
H -0.0113 2.5089 -1.7140
H -0.7875 2.7773 -0.1269
```

Calculated total energy in hartree: -993.2682
Gap between HOMO and LUMO in hartree: 0.3241
Energy relative to the best compared isomer or geometry (same formula, charge and spin) in kJ/mol: 535.2
2S+1: 1
Total charge: 0
Max |F| in eV/A: 7.15



Entry 2:
C6H3N | ωB97M-V/def2-TZVPD

XYZ file:
```
10
C6H3N, DFT ωB97M-V/def2-TZVPD
C -2.4270 0.0489 0.1498
C -1.6244 -1.0541 0.6513
C -1.1614 0.4247 -0.3249
C 0.7547 0.9361 0.1482
C 1.8957 0.4422 0.5262
C -0.9998 -0.9546 -0.5564
N -0.2673 1.3813 -0.3820
H 2.3290 -0.0465 -0.3450
H 2.3475 0.5119 1.4438
H -0.8469 -1.6900 -1.3110
```

Calculated total energy in hartree: -284.8698
Gap between HOMO and LUMO in hartree: 0.3306
Energy relative to the best compared isomer or geometry (same formula, charge and spin) in kJ/mol: 388.2
2S+1: 1
Total charge: 0
Max |F| in eV/A: 4.48



Entry 3:
C5H8O2 | ωB97M-V/def2-TZVPD

XYZ file:
```
15
C5H8O2, DFT ωB97M-V/def2-TZVPD
O 2.7251 0.3368 0.7712
C 1.9707 -0.0942 -0.0655
C 0.5488 0.3516 -0.3599
O -0.2382 0.9854 0.6547
C -1.3209 0.0821 0.4048
C -1.8013 0.2086 -1.0061
C -0.5790 -0.6288 -0.6924
H 1.4510 -0.1307 2.3472
H 0.7872 1.0595 -1.1633
H 2.3228 -0.6758 -0.9539
H 0.9561 -0.5475 2.7062
H -1.9158 -0.2722 1.2479
H -1.6714 1.1585 -1.5260
H -2.6925 -0.3566 -1.2754
H -0.5113 -1.6950 -0.8850
```

Calculated total energy in hartree: -345.6512
Gap between HOMO and LUMO in hartree: 0.3795
Energy relative to the best compared isomer or geometry (same formula, charge and spin) in kJ/mol: 403.7
2S+1: 1
Total charge: 0
Max |F| in eV/A: 0.98



Entry 4:
C30H47Cl2N4O6S2SiTm | ωB97M-V/def2-TZVPD

XYZ file:
```
93
C30H47Cl2N4O6S2SiTm, DFT ωB97M-V/def2-TZVPD
C 3.3042 -2.4115 -6.5996
C 2.6580 -1.6742 -7.7341
H 3.2136 -3.4979 -6.7173
H 2.8526 -2.1043 -5.6516
H 4.3829 -2.1957 -6.5535
C 2.6506 -2.1489 -8.9915
C 3.2734 -3.4366 -9.4242
H 2.2163 -1.5657 -9.8085
H 2.9661 -4.2928 -8.8055
H 4.3729 -3.3987 -9.4061
H 3.0011 -3.6439 -10.4679
Tm 0.3704 0.0316 -1.1256
Cl 2.2213 1.2961 -2.5902
C -0.1076 3.0521 -2.0054
O -0.5656 1.9458 -1.5657
N -0.8385 3.8611 -2.7394
C -2.2181 3.5007 -3.0494
C -0.2592 4.9825 -3.4828
H 0.9293 3.3616 -1.8068
H -2.7201 3.1329 -2.1463
H -2.2596 2.7374 -3.8396
H -2.7020 4.4096 -3.4024
H 0.6670 5.3122 -2.9885
H -0.9986 5.7953 -3.4905
H -0.0405 4.6920 -4.5257
H -3.8226 1.2795 2.2720
H -1.7870 2.3254 4.0760
C -3.2581 0.3482 2.4159
C -1.6678 1.2302 4.1058
N -1.8722 0.6396 2.7778
H -3.2806 -0.2417 1.4997
C -0.9086 0.6580 1.8579
O -0.9565 0.0346 0.7592
H -0.6613 1.0011 4.4775
H -0.0317 1.2845 2.0927
H -3.7358 -0.1991 3.2323
H -2.4120 0.8197 4.7997
H -0.0374 -5.2629 -0.8006
H 0.4189 -3.4550 -3.0779
C -1.0630 -5.0996 -1.1646
C -0.6496 -3.7181 -3.1475
N -1.1794 -3.7972 -1.8018
H -1.7495 -5.1490 -0.3154
C -1.4321 -2.6957 -1.0869
O -1.2059 -1.5200 -1.4921
H -1.1646 -2.9492 -3.7233
H -1.8503 -2.9111 -0.0935
H -1.2876 -5.8613 -1.9154
H -0.7304 -4.7104 -3.5980
O 1.1303 -0.5105 -6.2968
C 2.0710 -0.3096 -7.3564
C 0.4501 0.0072 -9.3154
C 1.5190 0.4683 -8.5443
H -0.0023 -0.9572 -9.0595
C 0.0000 0.7611 -10.4033
H 2.8954 0.2532 -6.8885
C 2.1550 1.6743 -8.8898
H -0.8794 0.4171 -10.9562
C 0.6616 1.9359 -10.7798
C 1.7450 2.3895 -10.0188
H 2.9746 2.0311 -8.2577
H 0.3148 2.5129 -11.6366
H 2.2605 3.3170 -10.2928
Si -0.2865 0.2503 -5.8636
Cl 1.7779 -2.0826 -1.9995
C -1.7090 -0.4736 -6.8528
C -0.1950 2.0887 -6.2208
C -0.5499 -0.1636 -4.0866
H -1.7605 -0.1004 -7.8867
H -2.6495 -0.2142 -6.3409
H -1.6226 -1.5714 -6.8800
H -0.6641 -1.2458 -3.9646
H -1.4242 0.3472 -3.6567
H 0.3921 0.1561 -3.6038
H -0.1613 2.2872 -7.3050
H 0.7007 2.5434 -5.7685
H -1.0815 2.6070 -5.8226
O 4.1181 2.8997 5.1807
S 4.4218 1.8347 4.2501
O 5.7745 1.3259 4.1812
N 3.7701 2.0884 2.7573
C 2.7897 1.2607 2.3794
S 2.0212 1.5917 0.9168
C 2.5053 0.2577 3.4257
C 1.5247 -0.7405 3.4989
C 1.2952 -1.3954 4.7180
C 2.1333 -1.1642 5.8138
C 3.1602 -0.2194 5.7349
C 3.2974 0.4807 4.5537
H 0.9803 -1.0079 2.5965
H 0.4666 -2.0989 4.8134
H 1.9836 -1.7051 6.7375
H 3.8354 0.0145 6.5558
```

Calculated total energy in hartree: -4933.5002
Gap between HOMO and LUMO (alpha / beta) in hartree: 0.2818 / 0.2819
2S+1: 3
Total charge: 0
Max |F| in eV/A: 3.02



Entry 5:
C4H4Cl3F | ωB97M-V/def2-TZVPD

XYZ file:
```
12
C4H4Cl3F, DFT ωB97M-V/def2-TZVPD
C 0.2350 0.9659 1.0784
C -0.4009 0.3764 -0.1108
Cl -1.6085 1.4141 -0.7752
C 0.4691 -0.4170 -1.1526
Cl 2.1670 -0.4309 -0.9298
C -0.4610 -1.1130 -0.1898
F 0.2846 -1.7297 0.7256
Cl -1.8421 -1.9906 -0.5917
H 0.6774 0.0944 1.5978
H -0.5593 1.3264 1.6989
H 0.9413 1.7738 0.8310
H 0.0974 -0.2698 -2.1816
```

Calculated total energy in hartree: -1635.2135
Gap between HOMO and LUMO in hartree: 0.3983
Energy relative to the best compared isomer or geometry (same formula, charge and spin) in kJ/mol: 83.9
2S+1: 1
Total charge: 0
Max |F| in eV/A: 2.52



Entry 6:
C2H2AgFO2 | ωB97M-V/def2-TZVPD

XYZ file:
```
8
C2H2AgFO2, DFT ωB97M-V/def2-TZVPD
C -0.0872 -0.2428 0.7480
C -0.9434 0.4268 -0.1113
O -0.7595 0.6443 -1.3294
O 1.0324 -0.7657 0.1640
H -0.3001 -0.4595 1.7946
F -2.1144 0.8641 0.4259
H 1.9830 -0.3369 0.4352
Ag 1.1893 -0.1302 -2.1270
```

Calculated total energy in hartree: -474.6318
Gap between HOMO and LUMO in hartree: 0.1984
Energy relative to the best compared isomer or geometry (same formula, charge and spin) in kJ/mol: 0.4
2S+1: 1
Total charge: 0
Max |F| in eV/A: 4.81



Entry 7:
C3H2N2OS | ωB97M-V/def2-TZVPD

XYZ file:
```
9
C3H2N2OS, DFT ωB97M-V/def2-TZVPD
C -0.1999 0.7512 -0.0408
C 0.7617 0.1899 -0.6810
C -0.3162 2.1546 0.2598
N -0.5301 3.2689 0.4539
N 2.3831 1.1556 -0.9249
O 3.1203 -0.6464 0.7618
S 3.4519 0.5045 -0.0880
H -0.8802 0.1294 0.3629
H 1.0858 -0.8354 -0.9393
```

Calculated total energy in hartree: -698.1836
Gap between HOMO and LUMO (alpha / beta) in hartree: 0.2624 / 0.2538
Energy relative to the best compared isomer or geometry (same formula, charge and spin) in kJ/mol: 441.5
2S+1: 3
Total charge: 0
Max |F| in eV/A: 7.85



Entry 8:
C4H8N2O | ωB97M-V/def2-TZVPD

XYZ file:
```
15
C4H8N2O, DFT ωB97M-V/def2-TZVPD
C -2.1517 1.2469 0.3102
N -0.7464 0.8515 0.2913
C -0.5040 -0.3851 -0.3684
C 0.0438 -1.4405 0.2026
N 0.5950 -2.3937 0.7498
H -2.5012 1.3796 -0.7198
H -2.8120 0.5175 0.8042
H -2.2450 2.2109 0.8187
H -0.3725 0.8216 1.2340
H -0.7942 -0.4383 -1.4147
H 1.6209 -2.3200 0.7009
C 2.4589 -0.0087 -0.6537
O 3.0077 -0.8523 0.0174
H 2.0770 0.9378 -0.2264
H 2.3238 -0.1271 -1.7462
```

Calculated total energy in hartree: -341.8704
Gap between HOMO and LUMO in hartree: 0.3344
Energy relative to the best compared isomer or geometry (same formula, charge and spin) in kJ/mol: 349.9
2S+1: 1
Total charge: 0
Max |F| in eV/A: 0.69